[1]
Molecular formula: C34H46BN6O3ReSe
Method: DFT, ωB97M-V/def2-TZVPD

Values from the calculation:
* spin multiplicity: 4
* energy above the lowest of the compared OMol25 structures with the same formula, charge and spin: 0.0 kcal/mol
* DFT total energy: -119239.0604 eV
* total charge: +1

Last column: Mulliken charge in e.
Atoms and positions in Å:
Re  -0.413  -0.107  -0.943  0.682
C  3.611  -5.346  1.169  -1.544
C  3.988  -3.974  1.750  1.986
C  3.868  -4.026  3.274  -2.039
C  5.439  -3.640  1.381  -1.660
C  3.048  -2.945  1.140  0.541
C  3.154  -2.584  -0.202  -1.065
C  2.267  -1.691  -0.760  -0.708
N  1.270  -1.141  -0.052  0.299
C  1.147  -1.475  1.245  0.112
C  2.013  -2.355  1.862  -0.372
C  -0.034  -0.902  1.938  0.102
C  -0.094  -0.711  3.303  -0.586
C  -1.237  -0.163  3.885  0.744
C  -2.300  0.119  3.030  -0.632
C  -2.170  -0.077  1.672  -0.954
N  -1.047  -0.557  1.125  -0.228
C  -1.304  0.185  5.365  2.156
C  -0.965  1.680  5.489  -1.632
C  -0.297  -0.629  6.183  -1.974
C  -2.714  -0.064  5.917  -1.784
H  4.279  -6.109  1.572  0.437
H  3.703  -5.357  0.082  0.373
H  2.587  -5.617  1.427  0.370
H  4.613  -4.716  3.668  0.434
H  2.891  -4.387  3.597  0.379
H  4.049  -3.050  3.729  0.459
H  6.107  -4.354  1.863  0.464
H  5.716  -2.639  1.717  0.385
H  5.618  -3.702  0.308  0.350
H  3.924  -3.000  -0.835  0.432
H  2.339  -1.374  -1.791  0.451
H  1.855  -2.600  2.901  0.541
H  0.760  -0.979  3.907  0.377
H  -3.234  0.512  3.404  0.374
H  -2.974  0.151  0.985  0.528
H  0.065  1.875  5.186  0.369
H  -1.083  1.999  6.526  0.449
H  -1.629  2.286  4.870  0.367
H  0.734  -0.370  5.941  0.353
H  -0.431  -1.702  6.036  0.438
H  -0.440  -0.418  7.242  0.455
H  -3.436  0.662  5.542  0.365
H  -2.700  0.029  7.003  0.454
H  -3.073  -1.064  5.671  0.411
O  -1.949  -1.536  -3.469  -0.352
C  -1.587  -2.266  -2.599  -0.097
O  -0.885  -1.906  -1.503  -0.410
H  -1.736  -3.355  -2.616  0.370
C  -1.566  0.239  -8.363  -1.511
C  -0.973  0.378  -6.987  0.587
C  -1.246  1.484  -6.198  -1.231
C  -0.707  1.633  -4.922  0.632
C  -1.038  2.874  -4.135  -1.352
C  0.120  0.618  -4.440  0.937
Se  0.952  0.884  -2.728  -0.022
C  0.411  -0.514  -5.203  0.700
C  1.302  -1.624  -4.715  -1.450
C  -0.140  -0.607  -6.473  -0.962
H  -2.176  1.104  -8.620  0.354
H  -2.196  -0.649  -8.427  0.338
H  -0.784  0.140  -9.118  0.350
H  -1.902  2.259  -6.578  0.249
H  -1.747  3.489  -4.686  0.386
H  -0.145  3.473  -3.942  0.371
H  -1.482  2.631  -3.170  0.109
H  2.357  -1.368  -4.841  0.367
H  1.107  -2.535  -5.279  0.416
H  1.135  -1.837  -3.659  0.076
H  0.077  -1.485  -7.072  0.392
B  -4.471  1.966  -2.119  0.560
C  -3.163  1.167  -1.805  -0.404
N  -2.151  0.700  -1.489  0.195
H  -4.159  3.131  -1.928  -0.181
H  -4.769  1.771  -3.272  -0.106
H  -5.319  1.572  -1.341  -0.169
C  1.944  3.524  0.711  -0.796
N  0.492  3.670  0.864  0.085
C  -0.052  4.807  1.372  -0.225
C  -1.387  4.997  1.411  -1.162
C  -2.189  3.960  0.847  0.781
N  -1.654  2.809  0.440  0.322
C  -0.343  2.662  0.439  0.125
O  0.250  1.608  0.041  -0.455
N  -3.508  4.094  0.712  -0.360
H  2.420  4.349  1.233  0.377
H  2.210  3.545  -0.344  0.266
H  2.268  2.578  1.136  0.243
H  0.652  5.546  1.728  0.429
H  -1.811  5.901  1.818  0.447
H  -3.939  4.989  0.875  0.264
H  -3.992  3.452  0.093  0.063


[2]
Molecular formula: C34H46ClF3HfO3P4
Method: DFT, ωB97M-V/def2-TZVPD

Values from the calculation:
* spin multiplicity: 1
* energy above the lowest of the compared OMol25 structures with the same formula, charge and spin: 0.0 kcal/mol
* DFT total energy: -101274.3188 eV
* total charge: +2

Last column: Mulliken charge in e.
Atoms and positions in Å:
P  -4.266  -1.567  -1.782  1.683
C  -5.356  -0.306  -2.449  0.479
C  -5.950  -0.442  -3.719  -0.016
H  -5.693  -1.294  -4.353  0.398
C  -6.875  0.511  -4.152  -0.737
H  -7.334  0.401  -5.136  0.439
C  -7.205  1.594  -3.329  -0.511
H  -7.924  2.335  -3.674  0.416
C  -6.611  1.731  -2.067  -0.808
H  -6.865  2.573  -1.424  0.425
C  -5.684  0.785  -1.625  -0.802
H  -5.229  0.883  -0.637  0.379
C  -3.672  -2.609  -3.125  0.105
C  -2.906  -2.013  -4.147  -0.309
H  -2.721  -0.936  -4.132  0.540
C  -2.404  -2.795  -5.187  -0.693
H  -1.788  -2.329  -5.959  0.459
C  -2.702  -4.159  -5.247  -0.666
H  -2.320  -4.767  -6.068  0.443
C  -3.491  -4.745  -4.255  -0.773
H  -3.741  -5.806  -4.303  0.442
C  -3.967  -3.984  -3.186  -0.372
H  -4.599  -4.439  -2.418  0.452
C  -5.196  -2.544  -0.586  0.558
C  -6.549  -2.855  -0.840  -0.625
H  -7.012  -2.530  -1.775  0.490
C  -7.287  -3.571  0.102  -0.674
H  -8.331  -3.809  -0.109  0.423
C  -6.697  -3.970  1.306  -0.650
H  -7.285  -4.520  2.041  0.419
C  -5.357  -3.660  1.566  -0.755
H  -4.890  -3.965  2.503  0.453
C  -4.605  -2.954  0.623  0.692
H  -3.560  -2.715  0.829  -0.623
Hf  -0.266  0.241  0.010  -0.240
C  1.011  -1.709  -0.211  -0.819
C  0.438  -2.769  -0.800  0.429
H  2.051  -1.757  0.135  0.216
C  -1.030  -2.638  -1.231  1.100
O  -1.741  -3.705  -0.547  -0.913
H  -2.698  -3.654  -0.753  0.176
C  -1.580  -1.310  -0.896  1.400
H  -1.112  -2.772  -2.331  -0.381
C  -2.766  -0.755  -0.974  -0.315
Cl  -1.698  2.105  0.321  -0.435
P  -0.586  -0.492  2.557  1.067
P  0.669  0.988  -2.370  1.115
C  -0.386  0.932  3.679  -1.305
H  -0.998  1.768  3.322  0.367
H  0.663  1.257  3.698  0.338
H  -0.696  0.643  4.692  0.523
C  -2.241  -1.127  2.960  -1.292
H  -2.301  -2.194  2.705  0.276
H  -2.989  -0.586  2.366  0.263
H  -2.443  -0.984  4.031  0.609
C  0.551  -1.713  3.281  -1.230
H  1.585  -1.376  3.132  0.338
H  0.425  -2.675  2.768  0.174
H  0.352  -1.832  4.355  0.484
C  1.652  2.520  -2.336  -1.396
H  2.690  2.287  -2.064  0.365
H  1.246  3.209  -1.583  0.367
H  1.631  2.988  -3.329  0.537
C  1.742  -0.133  -3.325  -1.208
H  1.203  -1.064  -3.544  0.150
H  2.624  -0.386  -2.721  0.354
H  2.064  0.337  -4.266  0.490
C  -0.668  1.386  -3.537  -1.215
H  -1.502  1.836  -2.982  0.328
H  -1.025  0.469  -4.024  0.120
H  -0.297  2.095  -4.289  0.584
P  1.135  -4.410  -1.170  1.412
C  2.910  -4.322  -1.051  -1.264
C  0.615  -4.830  -2.840  -1.121
H  3.203  -4.002  -0.044  0.402
H  3.309  -3.613  -1.787  0.389
H  3.326  -5.317  -1.252  0.442
H  -0.476  -4.944  -2.890  0.222
H  1.088  -5.773  -3.143  0.520
H  0.920  -4.037  -3.535  0.346
C  0.474  -5.603  -0.009  -1.263
H  0.635  -5.237  1.012  0.378
H  0.977  -6.569  -0.138  0.492
H  -0.604  -5.705  -0.176  0.339
H  -2.939  0.265  -0.604  -0.450
F  3.325  2.690  2.938  -0.249
C  3.363  2.357  1.615  0.805
F  4.031  3.330  0.941  -0.244
F  4.081  1.211  1.506  -0.217
C  1.898  2.246  1.069  0.377
O  1.266  3.281  0.966  -0.525
O  1.509  1.027  0.773  -0.892